Entry 1:
{
  "formula": "C19H19BrCoN3O3S3Sb",
  "method": "the ωB97M-V functional and the def2-TZVPD basis",
  "symbols": ["Co", "C", "O", "C", "C", "O", "C", "H", "H", "H", "H", "H", "H", "H", "H", "H", "H", "S", "Sb", "S", "S", "Br", "C", "C", "C", "C", "C", "C", "N", "N", "C", "C", "C", "C", "O", "C", "N", "C", "C", "C", "C", "H", "H", "H", "H", "H", "H", "H", "H", "H"],
  "positions_angstrom": [[-0.0478, 0.0026, -0.2152], [1.7405, -2.2548, -1.7828], [0.7512, -2.0623, -0.7855], [-0.3953, -2.8815, -0.9608], [-1.2289, -2.7488, 0.2971], [-1.6841, -1.4181, 0.4893], [-2.9661, -1.1604, -0.0782], [2.0762, -3.2955, -1.7832], [2.5728, -1.6003, -1.5356], [1.3556, -1.9978, -2.7745], [-0.0904, -3.9249, -1.0958], [-0.9618, -2.5519, -1.8393], [-0.6058, -2.9889, 1.1607], [-2.0749, -3.4407, 0.2586], [-3.7050, -1.8392, 0.3557], [-2.9500, -1.2645, -1.1644], [-3.2175, -0.1343, 0.1770], [0.1655, 1.6994, 5.1129], [1.0257, -0.2407, 4.4293], [1.1211, 0.0572, 1.8989], [-0.3450, 1.4008, 1.5198], [1.4751, 9.1498, -1.8316], [1.7360, 7.6424, -2.9506], [2.9016, 7.5480, -3.7032], [3.1059, 6.4481, -4.5062], [2.1457, 5.4210, -4.5744], [0.9573, 5.5578, -3.8233], [0.7612, 6.6555, -3.0120], [2.4175, 4.3429, -5.3598], [1.6046, 3.3721, -5.5289], [1.1447, 2.4330, -4.7163], [0.0143, 1.6800, -5.1198], [-0.6725, 0.8737, -4.2444], [-0.2707, 0.7245, -2.9015], [-0.9640, 0.0841, -2.0171], [0.9856, 1.3237, -2.5272], [1.4297, 1.0395, -1.2770], [2.5734, 1.5517, -0.8654], [3.3681, 2.3585, -1.6775], [2.9379, 2.6547, -2.9530], [1.7142, 2.1530, -3.4089], [3.6392, 8.3370, -3.6568], [4.0137, 6.3439, -5.0853], [0.1993, 4.7880, -3.8765], [-0.1484, 6.7507, -2.4352], [-0.3461, 1.8256, -6.1294], [-1.5772, 0.3701, -4.5593], [2.8762, 1.3161, 0.1480], [4.3098, 2.7365, -1.3071], [3.5487, 3.2659, -3.6020]],
  "forces_ev_per_angstrom": [[-0.262, -0.451, -1.106], [0.031, 0.131, -0.132], [-0.245, 0.067, 0.219], [-0.207, -0.072, 0.040], [0.111, -0.164, -0.063], [0.204, 0.001, -0.086], [-0.087, 0.063, -0.071], [-0.014, 0.023, 0.029], [0.002, -0.014, -0.025], [-0.019, 0.024, 0.025], [-0.004, 0.003, 0.012], [0.077, 0.007, -0.025], [-0.034, -0.013, 0.000], [0.000, 0.009, 0.029], [0.033, 0.009, 0.031], [0.032, 0.019, 0.011], [0.016, 0.001, -0.012], [0.286, -1.003, -0.378], [-0.178, 0.985, -0.553], [0.687, -0.521, 1.745], [-0.631, 0.990, 0.324], [-0.006, -0.052, -0.040], [-0.029, 0.053, -0.002], [-0.017, 0.055, 0.064], [-0.009, -0.221, -0.044], [-0.714, 0.425, 0.245], [0.159, -0.168, -0.132], [0.030, 0.116, 0.030], [1.373, -0.540, -0.030], [-1.115, 0.354, -0.372], [0.407, -0.134, 0.221], [0.136, 0.166, -0.021], [0.005, -0.123, 0.309], [-0.124, 0.069, -0.236], [-0.013, -0.292, 0.139], [0.177, 0.073, -0.134], [0.217, 0.113, -0.047], [0.001, -0.016, 0.044], [0.004, 0.012, -0.231], [0.121, 0.021, 0.178], [-0.319, -0.076, 0.055], [0.012, -0.012, 0.023], [-0.015, 0.016, -0.041], [-0.011, -0.002, -0.024], [0.020, 0.011, 0.026], [0.006, 0.035, -0.003], [-0.012, 0.002, 0.008], [-0.050, -0.029, 0.013], [-0.008, 0.011, 0.026], [-0.027, 0.036, -0.038]],
  "multiplicity": 6,
  "homo_ev": [-6.46, -7.55],
  "gap_ev": [4.75, 5.85],
  "s2": 8.862
}

---

Entry 2:
{
  "formula": "C19H19BrMoN4O2",
  "method": "the ωB97M-V functional and the def2-TZVPD basis",
  "symbols": ["N", "C", "C", "H", "H", "H", "N", "C", "C", "H", "H", "H", "N", "C", "C", "H", "H", "H", "Mo", "C", "O", "C", "O", "C", "C", "C", "C", "C", "C", "H", "H", "H", "H", "H", "H", "Br", "C", "C", "C", "C", "N", "C", "H", "H", "H", "H"],
  "positions_angstrom": [[-0.8182, -2.8075, 3.0396], [-1.9560, -3.0564, 2.9975], [-3.3665, -3.4152, 2.9862], [-3.4999, -4.3884, 3.4817], [-3.7309, -3.4855, 1.9512], [-3.9474, -2.6491, 3.5195], [-1.2756, 1.2887, -2.6010], [-1.7019, 2.2202, -3.1419], [-2.2423, 3.3322, -3.9060], [-3.1492, 3.0132, -4.4421], [-1.5011, 3.6760, -4.6435], [-2.5019, 4.1731, -3.2469], [3.4320, -1.9593, 1.5510], [4.2971, -1.5012, 0.9148], [5.4108, -0.9541, 0.1518], [5.4003, 0.1472, 0.2092], [5.3516, -1.2567, -0.9056], [6.3607, -1.3179, 0.5679], [-0.4134, -0.5253, -1.4268], [0.8971, 1.4248, -0.7887], [1.2894, 2.5076, -0.6827], [-1.8259, 0.7022, 0.0928], [-2.4806, 1.5088, 0.5926], [-1.4240, -2.4234, -1.5333], [-0.3447, -2.4779, -0.6255], [0.9422, -2.1062, -1.0574], [1.1394, -1.6817, -2.3841], [0.0446, -1.5153, -3.2531], [-1.2411, -1.8900, -2.8227], [-2.4090, -2.7477, -1.2061], [-0.5051, -2.7927, 0.4045], [1.7714, -2.1329, -0.3514], [2.1381, -1.4187, -2.7146], [0.1858, -1.0805, -4.2358], [-2.0993, -1.7551, -3.4759], [4.2120, 1.4517, 3.8616], [2.4067, 0.9652, 3.5213], [1.5373, 0.6408, 4.5691], [0.2436, 0.2417, 4.2368], [-0.1144, 0.1716, 2.8795], [0.7247, 0.4443, 1.8996], [1.9660, 0.8210, 2.1814], [1.9044, 0.6605, 5.5934], [-0.4833, -0.0548, 4.9871], [-1.1260, -0.1431, 2.6128], [2.6631, 0.9912, 1.3664]],
  "forces_ev_per_angstrom": [[-1.639, 0.077, -0.565], [1.595, 0.129, 0.213], [-0.351, -0.068, 0.041], [0.008, 0.307, -0.139], [0.064, -0.049, 0.350], [0.131, -0.299, -0.108], [0.208, -0.681, 0.204], [0.000, -0.389, -0.314], [-0.003, 0.181, -0.020], [0.185, -0.062, 0.189], [-0.076, -0.148, 0.218], [0.078, -0.218, -0.037], [0.977, 1.106, -1.317], [-1.166, -0.889, 1.022], [0.336, 0.268, -0.225], [0.072, -0.406, -0.028], [0.052, 0.046, 0.413], [-0.252, 0.067, -0.122], [-0.917, 9.019, 3.730], [1.302, 4.439, -0.314], [-1.537, -4.858, -0.249], [-2.847, 3.243, 1.411], [2.790, -3.550, -1.895], [-0.650, -2.388, -0.340], [-1.316, -1.446, 0.441], [1.706, -0.554, -0.368], [1.283, -1.617, -1.200], [1.629, -0.110, -1.073], [-1.890, -1.104, -0.164], [0.006, 0.075, -0.097], [-0.070, 0.059, 0.154], [0.124, 0.111, 0.082], [0.012, 0.042, -0.078], [0.075, 0.027, -0.029], [0.007, 0.011, 0.066], [-1.967, -0.473, -0.375], [1.796, 0.208, 0.332], [-0.912, -0.402, 0.376], [0.837, 0.141, 0.402], [-0.601, -0.256, 1.031], [0.869, 0.199, -1.510], [-0.128, -0.143, -0.302], [-0.258, 0.076, -0.078], [0.186, 0.111, 0.008], [0.349, 0.101, 0.158], [-0.099, 0.067, 0.106]],
  "total_charge": 4,
  "multiplicity": 3,
  "homo_ev": [-21.63, -21.65],
  "gap_ev": [4.46, 4.76],
  "s2": 2.055
}

---

Entry 3:
{
  "formula": "C19H19ClN2O4S",
  "method": "the ωB97M-V functional and the def2-TZVPD basis",
  "symbols": ["C", "C", "C", "C", "O", "C", "C", "C", "C", "C", "C", "O", "N", "C", "S", "N", "C", "C", "C", "C", "Cl", "C", "C", "O", "O", "C", "C", "H", "H", "H", "H", "H", "H", "H", "H", "H", "H", "H", "H", "H", "H", "H", "H", "H", "H", "H"],
  "positions_angstrom": [[-9.6018, -2.7532, -0.1293], [-8.2283, -2.1483, -0.3888], [-7.3905, -2.0877, 0.8865], [-6.0263, -1.4504, 0.6451], [-6.2343, -0.0880, 0.3155], [-5.1698, 0.6919, 0.0345], [-5.4539, 2.0190, -0.3064], [-4.4364, 2.8947, -0.6207], [-3.1134, 2.4849, -0.5862], [-2.8178, 1.1715, -0.2349], [-1.4369, 0.6376, -0.1867], [-1.1886, -0.5507, -0.3342], [-0.4639, 1.5704, 0.0550], [0.9156, 1.3996, 0.1281], [1.7907, 2.7592, 0.4465], [1.3493, 0.1450, -0.0675], [2.6249, -0.4014, -0.0820], [2.7067, -1.7886, -0.2486], [3.9290, -2.4217, -0.2783], [5.1025, -1.6900, -0.1349], [6.6025, -2.5228, -0.1960], [5.0389, -0.3040, 0.0267], [6.2637, 0.5214, 0.1981], [7.3269, 0.1280, 0.6005], [6.0600, 1.8011, -0.1418], [3.7990, 0.3298, 0.0484], [-3.8445, 0.2755, 0.0609], [-10.1798, -2.7952, -1.0490], [-9.5066, -3.7635, 0.2628], [-10.1517, -2.1560, 0.5944], [-7.7026, -2.7456, -1.1374], [-8.3403, -1.1378, -0.7844], [-7.2376, -3.0943, 1.2798], [-7.9181, -1.5012, 1.6405], [-5.4089, -1.5249, 1.5506], [-5.5097, -1.9612, -0.1783], [-6.4856, 2.3318, -0.3250], [-4.6738, 3.9104, -0.8981], [-2.3380, 3.1801, -0.8705], [-0.7499, 2.5272, 0.2231], [0.5836, -0.5255, -0.2215], [1.7994, -2.3652, -0.3558], [3.9880, -3.4900, -0.4109], [6.8698, 2.3150, 0.0025], [3.7685, 1.3990, 0.1726], [-3.5693, -0.7367, 0.3108]],
  "forces_ev_per_angstrom": [[0.187, 0.092, -0.148], [-0.090, -0.050, 0.271], [0.274, 0.298, -0.438], [-0.046, -0.442, 0.296], [-0.158, 0.166, -0.040], [0.259, 0.295, -0.096], [0.003, -0.184, 0.031], [-0.112, -0.017, 0.040], [0.223, -0.230, 0.060], [-0.552, 0.200, -0.103], [0.231, -0.085, 0.003], [-0.133, -0.078, 0.006], [-0.340, -0.033, -0.072], [0.408, 0.054, 0.034], [0.177, 0.355, 0.079], [-1.184, -0.082, -0.093], [0.812, -0.139, 0.057], [0.035, 0.284, 0.037], [0.121, 0.096, 0.022], [-0.132, 0.356, 0.055], [0.123, -0.389, -0.083], [-0.173, -0.378, -0.056], [0.575, -0.061, 0.193], [-0.083, 0.079, 0.024], [-0.324, 0.546, -0.233], [-0.003, -0.007, -0.032], [-0.059, -0.159, 0.065], [-0.131, -0.043, -0.040], [-0.054, -0.122, 0.052], [-0.105, 0.033, 0.084], [0.053, 0.047, -0.064], [0.044, -0.012, -0.084], [0.015, -0.018, 0.069], [-0.002, -0.038, 0.116], [0.004, 0.043, -0.135], [0.009, 0.063, 0.067], [-0.129, 0.044, -0.005], [-0.031, 0.079, -0.030], [0.079, 0.067, -0.026], [0.149, -0.218, 0.020], [0.204, 0.265, 0.055], [-0.093, -0.082, -0.014], [0.015, -0.093, -0.017], [-0.011, -0.331, 0.088], [-0.033, -0.082, -0.028], [-0.020, -0.090, 0.010]],
  "homo_ev": -8.48,
  "gap_ev": 8.17,
  "smiles": "CCCCOc1cccc(C(=O)NC(=S)Nc2ccc(Cl)c(C(=O)O)c2)c1"
}

---

Entry 4:
{
  "formula": "C19H19ClN4O4S2",
  "method": "the ωB97M-V functional and the def2-TZVPD basis",
  "symbols": ["C", "O", "C", "O", "C", "C", "N", "C", "O", "C", "S", "C", "N", "N", "C", "C", "N", "C", "C", "C", "C", "Cl", "C", "C", "O", "S", "C", "C", "C", "C", "H", "H", "H", "H", "H", "H", "H", "H", "H", "H", "H", "H", "H", "H", "H", "H", "H", "H", "H"],
  "positions_angstrom": [[4.2244, -2.3740, 3.0786], [2.9185, -1.8364, 3.2078], [2.5956, -0.8712, 2.3433], [3.3844, -0.4671, 1.4998], [1.2467, -0.3475, 2.4943], [0.7960, 0.6405, 1.6359], [1.5372, 1.2188, 0.6368], [1.0371, 2.2153, -0.1339], [-0.1005, 2.6187, -0.0068], [2.0013, 2.7374, -1.1786], [2.1047, 1.4913, -2.5153], [0.5074, 1.7205, -3.1367], [-0.1744, 2.8207, -3.1988], [-1.3758, 2.4954, -3.7043], [-1.3707, 1.2247, -3.9397], [-2.5293, 0.3646, -4.3108], [-3.2313, -0.0342, -3.1047], [-2.5712, -0.7263, -2.0966], [-1.5179, -1.6047, -2.3553], [-0.9129, -2.3026, -1.3275], [-1.3652, -2.1474, -0.0292], [-0.6026, -3.0239, 1.2529], [-2.4246, -1.2988, 0.2485], [-3.0117, -0.5889, -0.7778], [-0.1836, 0.6610, -3.6024], [-0.8153, 1.1237, 1.9538], [-0.9097, -0.0185, 3.2734], [-2.1768, -0.1219, 4.0522], [0.2424, -0.7206, 3.4462], [0.4368, -1.7583, 4.5003], [4.3609, -2.8092, 2.0863], [4.9744, -1.5933, 3.2238], [4.3137, -3.1380, 3.8466], [2.4810, 0.8260, 0.5512], [1.6322, 3.6651, -1.6115], [3.0105, 2.8472, -0.7872], [-3.2157, 0.9307, -4.9402], [-2.1835, -0.5196, -4.8500], [-3.8222, 0.7023, -2.7406], [-1.1556, -1.7513, -3.3596], [-0.0901, -2.9677, -1.5382], [-2.7788, -1.1859, 1.2600], [-3.8245, 0.0880, -0.5595], [-2.5691, -1.1386, 4.0221], [-2.0143, 0.1470, 5.0960], [-2.9210, 0.5525, 3.6366], [0.6419, -2.7231, 4.0408], [1.2880, -1.5036, 5.1281], [-0.4503, -1.8435, 5.1205]],
  "forces_ev_per_angstrom": [[0.453, -0.052, -0.180], [-0.352, 0.071, 0.082], [0.011, 0.214, -0.203], [0.171, -0.187, 0.079], [-0.155, 0.298, -0.221], [-0.118, -0.105, 0.190], [0.362, -0.196, 0.149], [0.250, 0.208, -0.188], [0.062, 0.227, -0.169], [-0.332, -0.184, -0.323], [0.453, -0.012, 0.065], [-0.219, 0.580, -0.054], [1.476, -0.016, 0.440], [-1.421, -0.588, -0.640], [-0.045, 0.557, -0.170], [0.246, -0.116, 0.237], [-0.583, 0.104, -0.150], [0.075, -0.302, 0.297], [-0.157, 0.078, -0.042], [-0.058, 0.026, 0.166], [-0.068, 0.065, -0.135], [0.072, -0.263, 0.145], [0.079, -0.126, -0.115], [0.055, -0.028, -0.145], [0.039, 0.001, -0.010], [0.074, -0.472, 0.671], [0.404, 0.103, -0.257], [0.071, -0.033, 0.023], [-0.229, 0.220, 0.022], [-0.079, 0.045, -0.020], [0.008, 0.016, 0.106], [-0.049, -0.102, 0.000], [-0.019, 0.039, -0.031], [-0.276, 0.191, -0.055], [0.067, -0.030, 0.165], [0.025, 0.012, -0.028], [0.131, -0.078, 0.019], [-0.100, 0.112, -0.078], [0.118, -0.063, -0.091], [0.036, 0.003, -0.088], [0.069, -0.072, 0.011], [-0.011, -0.010, 0.118], [-0.108, 0.086, 0.030], [-0.109, -0.034, 0.010], [-0.094, 0.027, 0.057], [-0.183, 0.022, 0.063], [0.015, -0.119, 0.066], [0.013, -0.078, 0.101], [-0.070, -0.039, 0.081]],
  "homo_ev": -7.87,
  "gap_ev": 8.41,
  "smiles": "COC(=O)c1c(NC(=O)CSc2nnc(CNc3ccc(Cl)cc3)o2)sc(C)c1C"
}